C23H32HgN4O10P | wB97M-V/def2-TZVPD

Values from the calculation:
* lowest unoccupied orbital energy (spin up / spin down): 4.56 / 4.56 eV
* E: -2361.97300 hartree
* ΔE to the lowest compared entry with this formula, charge and spin: 0.0 kcal per mole
* net charge: -2
* frontier orbital gap (spin up / spin down): 4.058 / 7.515 eV
* multiplicity: 2

Last column: Löwdin charge in e.
Cartesian coordinates (Å):
Hg1 0.74358 0.18183 0.37784  1.267
O1 4.16787 0.21054 0.83939  -0.081
C1 4.05515 0.15028 2.23544  -0.263
C2 2.84528 -0.62403 2.73614  -0.181
N1 1.50622 -0.01978 2.56427  -0.229
C3 1.46263 1.35088 3.11105  -0.135
C4 2.10331 2.43701 2.21807  -0.722
O2 2.39402 3.48950 2.79791  -0.028
O3 2.25791 2.14523 0.99245  -0.130
C5 0.54698 -0.87511 3.29106  -0.131
C6 -0.91521 -0.86135 2.80151  -0.701
O4 -1.76608 -1.13297 3.65646  -0.032
O5 -1.09325 -0.66497 1.56584  -0.156
H1 3.54659 0.91238 0.55360  0.050
H2 4.09241 1.14616 2.69038  0.114
H3 4.92909 -0.39941 2.60204  0.115
H4 2.99316 -0.80374 3.81331  0.125
H5 2.82772 -1.59069 2.22907  0.083
H6 1.94357 1.37424 4.09551  0.124
H7 0.41402 1.62246 3.22721  0.098
H8 0.56470 -0.62888 4.35572  0.122
H9 0.87115 -1.91246 3.17994  0.096
C7 1.25861 -4.47678 2.20519  -0.181
O6 0.64025 -4.20166 0.96601  -0.338
P1 1.35964 -3.05681 -0.00637  0.821
O7 2.68245 -3.89820 -0.42151  -0.321
C8 3.90794 -3.15989 -0.58880  -0.148
O8 0.44003 -3.35554 -1.29598  -0.322
C9 -0.90477 -2.86373 -1.25706  -0.132
H10 1.61842 -5.50899 2.21214  0.076
H11 0.53591 -4.34290 3.01313  0.080
H12 2.12015 -3.82809 2.39692  0.057
H13 4.70896 -3.79438 -0.20620  0.072
H14 3.88286 -2.20678 -0.05727  0.047
H15 4.05346 -2.93632 -1.64241  0.068
H16 -1.20173 -2.65478 -2.28296  0.086
H17 -0.98995 -1.94550 -0.67096  0.044
H18 -1.55785 -3.61955 -0.81683  0.077
O9 2.49152 -1.18359 -2.04367  -0.066
C10 1.57045 -0.47114 -2.48502  -0.493
N2 0.65973 0.20534 -1.67860  -0.036
C11 -0.27397 0.91263 -2.42851  -0.478
O10 -1.20853 1.58167 -1.93843  -0.051
C12 0.06127 0.68486 -3.81310  -0.132
C13 -0.52002 1.13232 -5.00390  -0.059
C14 0.02329 0.73396 -6.20650  -0.147
C15 1.16114 -0.12486 -6.24228  -0.146
C16 1.74115 -0.57353 -5.07408  -0.055
C17 1.20084 -0.17309 -3.84919  -0.127
H19 -1.38674 1.78471 -4.97010  0.098
H20 -0.41562 1.07413 -7.13863  0.069
H21 1.57070 -0.42603 -7.20059  0.069
H22 2.60504 -1.22947 -5.09542  0.100
N3 -1.01209 2.40377 1.43186  0.228
C18 -1.94090 2.96321 1.04429  -0.252
N4 -3.03556 3.59332 0.58022  -0.092
C19 -3.42406 3.20228 -0.79351  -0.162
C20 -4.09595 1.83610 -0.81287  -0.185
C21 -5.26921 1.77502 0.16281  -0.208
C22 -4.82173 2.18231 1.56612  -0.184
C23 -4.15800 3.55425 1.52933  -0.175
H23 -2.52808 3.17142 -1.40790  0.093
H24 -4.10116 3.98509 -1.15323  0.116
H25 -3.33626 1.09255 -0.55989  0.110
H26 -4.41616 1.61428 -1.83356  0.113
H27 -5.69746 0.77019 0.18185  0.104
H28 -6.06441 2.45589 -0.17260  0.103
H29 -4.10096 1.45357 1.95008  0.120
H30 -5.66767 2.20393 2.25992  0.104
H31 -3.78254 3.84126 2.51138  0.118
H32 -4.87321 4.31642 1.20245  0.114



C23H32MoNO4 | wB97M-V/def2-TZVPD

Values from the calculation:
* lowest unoccupied orbital energy (spin up / spin down): -5.04 / -4.79 eV
* E: -1319.17647 hartree
* ΔE to the lowest compared entry with this formula, charge and spin: 9.6 kcal per mole
* net charge: +1
* frontier orbital gap (spin up / spin down): 6.154 / 6.787 eV
* multiplicity: 3

Last column: Löwdin charge in e.
Cartesian coordinates (Å):
O1 2.90805 0.49744 -2.15922  -0.122
C1 2.77887 1.07810 -3.50354  -0.134
C2 4.13985 1.75587 -3.46498  -0.066
H1 1.96309 1.81050 -3.55626  0.105
H2 2.66773 0.29056 -4.26931  0.128
C3 4.24853 1.06122 -2.09968  -0.579
H3 4.10195 2.84082 -3.39063  0.121
H4 4.83865 1.40812 -4.22138  0.115
C4 4.42663 2.00173 -0.93616  -0.028
H5 3.59367 2.70400 -0.81523  0.081
H6 5.35714 2.56782 -1.08628  0.102
H7 4.53916 1.41178 -0.01671  0.084
C5 5.34921 0.02095 -2.12217  -0.020
H8 5.22646 -0.64668 -2.97818  0.092
H9 5.35631 -0.54607 -1.18793  0.084
H10 6.30519 0.55131 -2.22100  0.099
Mo1 -1.08434 -1.17393 1.47515  1.585
C6 -1.71293 -3.53015 1.62217  -0.145
C7 -2.95325 -3.35442 0.93620  -0.078
C8 -2.68857 -2.85674 -0.36040  -0.036
H11 -3.91331 -3.70564 1.30062  0.122
C9 -1.27956 -2.73033 -0.52824  -0.148
C10 -0.64084 -3.20402 0.69272  -0.258
H12 0.42227 -3.39980 0.83504  0.123
H13 -1.59545 -4.00094 2.59617  0.123
H14 -3.43180 -2.73440 -1.14700  0.130
H15 -0.75888 -2.51400 -1.46085  0.115
C11 -1.26737 -1.30364 3.72200  -0.132
C12 -0.00323 -1.84858 3.31659  -0.158
C13 0.74196 -0.80877 2.66828  -0.159
H16 0.36418 -2.83868 3.56504  0.137
C14 -0.06274 0.39307 2.70894  -0.161
C15 -1.29373 0.08614 3.36082  -0.120
H17 -2.05600 0.81553 3.62150  0.141
H18 -2.05409 -1.81406 4.26506  0.129
H19 1.76798 -0.85046 2.32096  0.134
H20 0.24036 1.38846 2.41808  0.118
O2 1.43673 2.47675 -0.89597  -0.154
C16 1.36518 1.22735 -0.16380  -0.201
C17 0.50233 0.20897 -0.90791  -0.161
H21 0.81766 1.51231 0.74956  0.079
H22 2.35420 0.88726 0.15932  0.111
C18 -0.23756 1.11031 -1.92440  -0.136
H23 -0.25172 -0.18913 -0.18177  0.017
H24 1.06877 -0.63253 -1.33524  0.115
C19 0.14747 2.56170 -1.53043  -0.161
H25 -1.31466 0.97740 -1.80867  0.083
H26 0.06519 0.86658 -2.94863  0.105
H27 -0.60671 2.91789 -0.80329  0.113
H28 0.17626 3.26821 -2.37141  0.129
O3 -2.58152 1.41067 -0.10528  0.046
C20 -3.38540 0.78483 0.58033  -0.452
C21 -4.87137 1.10815 0.70622  -0.078
C22 -5.39772 0.13398 1.73946  -0.076
C23 -4.20768 -0.76293 2.09429  -0.465
O4 -4.25318 -1.72263 2.85552  0.042
N1 -3.08867 -0.31970 1.37281  -0.012
H29 -4.98773 2.14331 1.04403  0.131
H30 -5.34921 1.01705 -0.27650  0.134
H31 -5.69848 0.67558 2.64741  0.133
H32 -6.24338 -0.48348 1.40418  0.134



C23H32N2O4 | wB97M-V/def2-TZVPD

Values from the calculation:
* lowest unoccupied orbital energy: 0.60 eV
* E: -1306.11470 hartree
* ΔE to the lowest compared entry with this formula, charge and spin: 38.1 kcal per mole
* SMILES string: COc1cc(C(=O)NCCC2=CCCCC2)ccc1OC1CCN(C(C)=O)CC1
* net charge: 0
* frontier orbital gap: 8.898 eV
* multiplicity: 1

Last column: Löwdin charge in e.
Cartesian coordinates (Å):
C1 -0.05000 -3.21160 -0.54034  -0.072
O1 0.60833 -2.08128 -1.06797  -0.067
C2 0.34555 -0.82278 -0.61192  -0.182
C3 1.27711 0.12450 -1.02157  0.051
C4 1.18017 1.45853 -0.65212  -0.135
C5 2.19839 2.47125 -1.05025  -0.457
O2 2.52627 3.38503 -0.31525  0.057
N1 2.68908 2.32332 -2.30382  0.073
C6 3.85210 3.04505 -2.76082  -0.165
C7 5.09355 2.13552 -2.78950  -0.135
C8 5.25087 1.42455 -1.47261  -0.258
C9 4.94141 0.14138 -1.34008  -0.074
C10 4.98114 -0.60818 -0.04472  -0.192
C11 5.04403 0.34878 1.14112  -0.197
C12 6.10899 1.40718 0.88020  -0.191
C13 5.68881 2.26619 -0.30838  -0.149
C14 0.13322 1.84364 0.17233  -0.013
C15 -0.81798 0.92245 0.56523  -0.004
C16 -0.74702 -0.41238 0.17916  -0.167
O3 -1.67048 -1.36131 0.52872  -0.044
C17 -2.82210 -1.01619 1.27589  -0.331
C18 -3.38829 -2.32068 1.84133  -0.091
C19 -4.68894 -2.04554 2.59434  -0.131
N2 -5.64583 -1.38673 1.72961  -0.069
C20 -6.75841 -2.05845 1.33486  -0.500
C21 -7.67851 -1.34787 0.36413  0.003
O4 -7.01400 -3.16703 1.76199  0.049
C22 -5.16646 -0.12900 1.21207  -0.143
C23 -3.88655 -0.34466 0.39954  -0.093
H1 0.01405 -3.24382 0.54915  0.098
H2 -1.09850 -3.24940 -0.84135  0.091
H3 0.47905 -4.06747 -0.95997  0.094
H4 2.10489 -0.23792 -1.61112  0.114
H5 2.42116 1.50773 -2.83114  0.135
H6 3.66138 3.45247 -3.75870  0.119
H7 3.99907 3.86978 -2.06119  0.119
H8 5.96939 2.75077 -3.00411  0.115
H9 4.98242 1.40393 -3.59371  0.110
H10 4.64713 -0.43863 -2.20724  0.108
H11 5.85592 -1.26858 -0.03878  0.114
H12 4.09669 -1.24706 0.03039  0.104
H13 4.07628 0.84014 1.26299  0.115
H14 5.26441 -0.20271 2.05733  0.108
H15 7.06062 0.91562 0.66337  0.116
H16 6.24588 2.03672 1.76115  0.109
H17 4.85801 2.91219 -0.00942  0.107
H18 6.51293 2.91555 -0.61637  0.120
H19 0.06524 2.87109 0.49284  0.120
H20 -1.62921 1.26135 1.18909  0.107
H21 -2.55110 -0.35613 2.11291  0.152
H22 -2.65951 -2.78172 2.50794  0.126
H23 -3.57916 -3.00859 1.01643  0.132
H24 -5.14026 -2.97906 2.93325  0.122
H25 -4.49274 -1.40343 3.46077  0.132
H26 -7.17355 -1.15395 -0.57944  0.082
H27 -8.53011 -1.99701 0.17967  0.085
H28 -8.03496 -0.40984 0.78332  0.084
H29 -5.92386 0.34944 0.59528  0.112
H30 -4.94826 0.53272 2.06065  0.133
H31 -3.52369 0.60820 0.01227  0.116
H32 -4.09510 -0.99917 -0.44944  0.134



C23H32N2O5S | wB97M-V/def2-TZVPD

Values from the calculation:
* lowest unoccupied orbital energy: 0.60 eV
* E: -1779.53033 hartree
* ΔE to the lowest compared entry with this formula, charge and spin: 0.0 kcal per mole
* SMILES string: COc1ccc(CCNC(=O)CCc2ccc(S(=O)(=O)NCC(C)C)cc2)cc1OC
* net charge: 0
* frontier orbital gap: 8.392 eV
* multiplicity: 1

Last column: Löwdin charge in e.
Cartesian coordinates (Å):
C1 -3.10805 -1.07961 -1.96562  -0.076
O1 -2.79869 -0.22407 -0.89280  -0.066
C2 -2.67267 -0.75316 0.35248  -0.206
C3 -2.73943 -2.09665 0.67074  -0.012
C4 -2.57940 -2.52313 1.98474  -0.059
C5 -2.38335 -1.61418 3.00500  -0.245
C6 -2.20676 -2.06386 4.43180  -0.129
C7 -0.88355 -1.56042 5.02685  -0.170
N1 0.23237 -1.85609 4.15950  0.067
C8 0.87465 -0.90702 3.44587  -0.501
O2 0.69124 0.28262 3.60804  0.045
C9 1.87648 -1.47584 2.45204  -0.091
C10 1.18748 -2.08897 1.22541  -0.129
C11 0.78495 -1.11170 0.15081  -0.196
C12 0.59373 0.24208 0.39540  -0.002
C13 0.17959 1.08661 -0.62284  -0.037
C14 -0.04253 0.57345 -1.88105  -0.293
S1 -0.55984 1.62662 -3.21771  0.661
O3 -1.52849 0.95090 -4.03521  -0.298
O4 -0.85941 2.94051 -2.72546  -0.280
N2 0.85394 1.64552 -4.12101  -0.131
C15 1.86327 2.60356 -3.72679  -0.231
C16 3.27500 2.01037 -3.82098  -0.422
C17 3.41086 0.81095 -2.88795  -0.071
C18 4.31033 3.08002 -3.48520  -0.080
C19 0.15933 -0.76502 -2.15330  -0.082
C20 0.57038 -1.60359 -1.13563  -0.022
C21 -2.32846 -0.25699 2.69253  0.031
C22 -2.44897 0.18377 1.38913  -0.202
O5 -2.37618 1.48138 0.99982  -0.069
C23 -2.01432 2.44439 1.96112  -0.069
H1 -4.11203 -1.50439 -1.85619  0.102
H2 -3.05893 -0.45491 -2.85668  0.079
H3 -2.37865 -1.89061 -2.05824  0.085
H4 -2.91242 -2.83210 -0.09864  0.107
H5 -2.62805 -3.58121 2.20160  0.108
H6 -2.23180 -3.15539 4.47260  0.110
H7 -3.02567 -1.68715 5.04905  0.120
H8 -0.71561 -2.01950 6.00672  0.120
H9 -0.89820 -0.47594 5.14403  0.114
H10 0.37956 -2.82532 3.92495  0.146
H11 2.45987 -2.24838 2.95785  0.118
H12 2.55572 -0.68237 2.14049  0.125
H13 1.85918 -2.82701 0.77860  0.119
H14 0.28407 -2.62248 1.54113  0.111
H15 0.74977 0.64465 1.38286  0.100
H16 0.00205 2.13543 -0.44998  0.118
H17 0.67399 1.59536 -5.11050  0.113
H18 1.64366 2.86896 -2.69066  0.116
H19 1.80160 3.51995 -4.32617  0.128
H20 3.43335 1.67239 -4.85085  0.134
H21 2.65704 0.06514 -3.12447  0.060
H22 4.39587 0.36065 -2.98773  0.078
H23 3.27262 1.11827 -1.85345  0.082
H24 4.23104 3.92311 -4.16741  0.074
H25 4.16077 3.44365 -2.47126  0.082
H26 5.31522 2.67150 -3.55987  0.076
H27 -0.02253 -1.12627 -3.15324  0.122
H28 0.72215 -2.65563 -1.33375  0.120
H29 -2.18072 0.45439 3.48756  0.114
H30 -1.88791 3.37400 1.40862  0.098
H31 -1.07717 2.18101 2.46156  0.089
H32 -2.80136 2.57773 2.71171  0.098